Record 1
A cluster of 2 separate species, CHN3O2 in total in a non-equilibrium geometry. Source: OMol25; level of theory: the ωB97M-V functional and the def2-TZVPD basis.

XYZ file:
```
7
Properties=species:S:1:pos:R:3:forces:R:3
C -0.952435 -0.714352 -0.095664 -1.883 -0.460 0.771
N 2.811355 0.125396 -0.146638 1.649 -1.021 0.079
N 1.774237 0.470354 -0.003382 1.841 0.004 -0.584
N -1.864010 0.062636 -0.102322 1.239 -2.597 -2.185
O -0.264512 -1.655041 -0.105195 0.785 0.130 -0.361
O 0.725593 0.934120 0.060290 -2.763 1.474 0.568
H -2.230228 0.776884 0.392912 -0.868 2.471 1.711
```
Forces are in eV/Å.

Maximum force, Eh/bohr: 0.07026
Total charge: 0
Structure (SMILES): N#[N+][O-].N=C=O
LUMO, eV: 0.78
HOMO-LUMO gap, eV: 11.8
Highest occupied orbital energy, eV: -11.0

Record 2
The molecule CHN3O2 in a non-equilibrium geometry. Source: OMol25; level of theory: the ωB97M-V functional and the def2-TZVPD basis.

XYZ file:
```
7
Properties=species:S:1:pos:R:3:forces:R:3
C 0.629888 0.281223 -0.505606 -2.104 2.348 0.349
H 0.607146 -1.614215 0.418685 -0.828 1.401 -0.325
N 0.120842 -0.709097 0.219745 1.239 -3.806 0.841
N -1.082696 -0.483475 0.815400 -0.019 3.008 -0.497
N -1.393033 0.739016 0.503747 0.113 -3.352 0.404
O 1.598799 0.586651 -1.109300 0.455 -0.717 -0.162
O -0.480947 1.199896 -0.342671 1.144 1.118 -0.609
```
Forces are in eV/Å.

Maximum force, Eh/bohr: 0.07954
Total charge: 0
Structure (SMILES): O=c1[nH]nno1
LUMO, eV: 0.51
HOMO-LUMO gap, eV: 11.3
Highest occupied orbital energy, eV: -10.8

Record 3
A cluster of 2 separate species, CHN3O3 in total in a non-equilibrium geometry. Source: OMol25; level of theory: the ωB97M-V functional and the def2-TZVPD basis.

XYZ file:
```
8
Properties=species:S:1:pos:R:3:forces:R:3
C 1.324722 0.382626 -0.364297 -4.463 -2.801 -0.094
N -0.078763 -1.072559 -0.298247 5.377 1.670 -0.393
N 2.459237 0.480166 -0.092627 -0.647 0.006 0.079
N -1.188181 -0.675331 -0.003969 -0.823 3.847 -0.285
O 3.541543 0.896986 0.112534 1.405 0.054 0.237
O -1.481708 0.754466 0.204669 0.638 -1.939 0.044
O -2.162829 -1.357780 0.006144 -1.385 -1.405 0.385
H -2.414023 0.591426 0.435790 -0.102 0.568 0.025
```
Forces are in eV/Å.

Maximum force, Eh/bohr: 0.10977
Total charge: 0
LUMO (alpha / beta), eV: -2.63 / -2.65
HOMO-LUMO gap (alpha / beta), eV: 7.7 / 7.7
Highest occupied orbital energy (alpha / beta), eV: -10.4 / -10.3

Record 4
A cluster of 2 separate species, CHN3O3 in total in a non-equilibrium geometry. Source: OMol25; level of theory: the ωB97M-V functional and the def2-TZVPD basis.

XYZ file:
```
8
Properties=species:S:1:pos:R:3:forces:R:3
C 1.399006 1.190603 -0.493018 0.045 0.472 0.534
N 1.777726 1.124821 -1.597061 0.268 -0.139 -0.639
N -0.827097 -0.006334 0.888548 1.710 3.560 1.094
N -0.901411 -0.812602 -0.149353 0.658 -1.279 -1.207
O -1.792321 -1.583794 0.124858 -0.489 -0.973 -0.873
O -0.208441 -0.715175 -1.130628 -0.996 -0.188 0.521
O 1.028791 1.326362 0.667726 -1.511 -1.309 0.385
H -0.476254 -0.523882 1.688928 0.315 -0.145 0.184
```
Forces are in eV/Å.

Maximum force, Eh/bohr: 0.07970
Total charge: 0
LUMO, eV: -4.43
HOMO-LUMO gap, eV: 6.2
Highest occupied orbital energy, eV: -10.6

Record 5
A cluster of 2 separate species, CHN3OS in total in a non-equilibrium geometry. Source: OMol25; level of theory: the ωB97M-V functional and the def2-TZVPD basis.

XYZ file:
```
7
Properties=species:S:1:pos:R:3:forces:R:3
C -2.103353 1.458388 -0.668223 0.403 -0.390 -0.556
N 0.590929 0.197421 -0.034729 -0.332 1.778 -0.464
N 1.287123 -0.591692 0.321218 0.869 -1.312 -0.119
N 1.745010 -1.644792 0.697870 -0.378 -1.732 0.930
O -1.805340 2.048482 -1.605612 -0.038 0.697 -0.321
S -2.410353 0.513642 0.512125 -0.625 -0.302 0.939
H 2.695985 -1.981450 0.777350 0.101 1.261 -0.410
```
Forces are in eV/Å.

Maximum force, Eh/bohr: 0.03894
Total charge: 0
LUMO, eV: 0.77
HOMO-LUMO gap, eV: 10.9
Highest occupied orbital energy, eV: -10.2

Record 6
A cluster of 2 separate species, CHN4 in total in a non-equilibrium geometry. Source: OMol25; level of theory: the ωB97M-V functional and the def2-TZVPD basis.

XYZ file:
```
6
Properties=species:S:1:pos:R:3:forces:R:3
C 0.592294 0.074620 0.049936 6.061 -1.942 -1.087
N -0.018417 -1.085478 0.049974 -1.320 0.222 -0.165
N -0.135028 1.137685 0.060182 0.140 1.569 -0.210
N -1.322845 -0.692392 0.053906 0.426 1.078 0.196
N -1.366208 0.656928 0.061662 -0.896 -1.781 0.151
H 2.250204 -0.091361 -0.275661 -4.412 0.855 1.114
```
Forces are in eV/Å.

Maximum force, Eh/bohr: 0.12557
Total charge: -1
LUMO, eV: 4.81
HOMO-LUMO gap, eV: 9.7
Highest occupied orbital energy, eV: -4.9

Record 7
The ion CHN4S with charge -1 in a non-equilibrium geometry. Source: OMol25; level of theory: the ωB97M-V functional and the def2-TZVPD basis.

XYZ file:
```
7
Properties=species:S:1:pos:R:3:forces:R:3
C -0.264569 0.889159 0.516439 0.513 -3.782 1.599
N -0.289864 -0.115779 1.452412 1.344 -1.734 -1.223
N 0.030643 0.608610 -0.728574 1.141 -2.450 -2.551
N 0.058134 -1.249221 1.310573 -0.702 2.027 -0.723
N 0.367950 -0.596124 -0.996007 -1.162 1.839 3.550
S 0.682589 -1.281155 -2.401544 0.510 -0.616 -1.967
H -0.584882 1.744511 0.846700 -1.644 4.716 1.315
```
Forces are in eV/Å.

Maximum force, Eh/bohr: 0.10043
Total charge: -1
Structure (SMILES): [N-]=N/C=N\N=S
LUMO (alpha / beta), eV: 4.12 / 4.10
HOMO-LUMO gap (alpha / beta), eV: 6.5 / 6.5
Highest occupied orbital energy (alpha / beta), eV: -2.4 / -2.4

Record 8
A cluster of 2 separate species, CHN5O in total in a non-equilibrium geometry. Source: OMol25; level of theory: the ωB97M-V functional and the def2-TZVPD basis.

XYZ file:
```
8
Properties=species:S:1:pos:R:3:forces:R:3
C 1.697102 0.887280 0.260633 0.965 0.420 0.462
N -2.486513 -0.248163 -0.067960 2.340 1.158 0.755
N -1.553225 0.449930 0.076652 -0.528 0.361 -0.386
N 2.207363 1.872312 0.659068 -0.137 0.008 -0.087
N -3.350926 -0.999342 -0.136620 -2.381 -1.497 -0.467
N 1.246846 -0.241902 -0.157504 1.666 0.886 0.337
O 1.891278 -1.415920 -0.197126 1.766 -1.660 0.131
H 0.348076 -0.304197 -0.437142 -3.691 0.324 -0.744
```
Forces are in eV/Å.

Maximum force, Eh/bohr: 0.07349
Total charge: -2
LUMO, eV: 7.83
HOMO-LUMO gap, eV: 6.3
Highest occupied orbital energy, eV: 1.5

Record 9
The molecule CHNO in a non-equilibrium geometry. Source: OMol25; level of theory: the ωB97M-V functional and the def2-TZVPD basis.

XYZ file:
```
4
Properties=species:S:1:pos:R:3:forces:R:3
C 0.016062 -0.103379 0.223899 -0.458 -1.305 -0.331
N -1.090563 0.063879 -0.346017 -0.561 -0.580 0.990
O 0.369520 0.738717 -0.651642 1.278 2.394 -1.811
H 0.704980 -0.699217 0.773759 -0.260 -0.509 1.152
```
Forces are in eV/Å.

Maximum force, Eh/bohr: 0.06345
Total charge: 0
Structure (SMILES): C1=NO1
LUMO, eV: 0.60
HOMO-LUMO gap, eV: 10.5
Highest occupied orbital energy, eV: -9.9

Record 10
A cluster of 2 separate species, CHNO in total in a non-equilibrium geometry. Source: OMol25; level of theory: the ωB97M-V functional and the def2-TZVPD basis.

XYZ file:
```
4
Properties=species:S:1:pos:R:3:forces:R:3
C -0.115569 0.046619 -0.023876 -2.026 2.361 3.468
N 0.374710 -0.544759 -0.984277 -4.087 -1.869 -11.221
O 1.003510 -0.344863 0.499484 2.228 2.201 9.512
H -1.262650 0.843003 0.508669 3.884 -2.694 -1.758
```
Forces are in eV/Å.

Maximum force, Eh/bohr: 0.23507
Total charge: 0
LUMO (alpha / beta), eV: 0.16 / -1.49
2S+1: 3
HOMO-LUMO gap (alpha / beta), eV: 7.6 / 10.6
Highest occupied orbital energy (alpha / beta), eV: -7.4 / -12.1

Record 11
A cluster of 2 separate species, CHNO2S in total in a non-equilibrium geometry. Source: OMol25; level of theory: the ωB97M-V functional and the def2-TZVPD basis.

XYZ file:
```
6
Properties=species:S:1:pos:R:3:forces:R:3
C 0.187579 0.320454 0.582714 0.895 1.799 0.733
N -0.377280 -0.717382 -0.036289 1.844 -2.657 -1.667
O -1.479498 -1.179873 0.099915 -0.311 0.434 0.127
O 0.562328 -1.175862 -0.785395 -1.841 0.513 0.572
S 1.317176 0.778422 1.529944 -0.561 0.003 0.129
H -0.210305 1.974242 -1.390888 -0.026 -0.092 0.106
```
Forces are in eV/Å.

Maximum force, Eh/bohr: 0.07076
Total charge: 0
LUMO (alpha / beta), eV: -2.38 / -1.54
HOMO-LUMO gap (alpha / beta), eV: 8.7 / 7.7
Highest occupied orbital energy (alpha / beta), eV: -11.1 / -9.3

Record 12
The molecule CHNO2S in a non-equilibrium geometry. Source: OMol25; level of theory: the ωB97M-V functional and the def2-TZVPD basis.

XYZ file:
```
6
Properties=species:S:1:pos:R:3:forces:R:3
C 3.116582 -0.697905 -0.490903 0.317 1.708 -0.972
N 0.537101 -1.049210 -0.751441 1.278 -2.010 -1.216
O 3.669460 0.059105 -1.158282 -0.237 -1.061 0.634
O -0.088457 0.163066 -0.649969 0.185 0.578 0.636
S 1.829348 -1.445524 0.266529 -0.810 0.011 0.384
H -0.789478 -0.116135 -0.064259 -0.733 0.773 0.534
```
Forces are in eV/Å.

Maximum force, Eh/bohr: 0.05200
Total charge: 0
LUMO (alpha / beta), eV: -1.03 / -1.03
HOMO-LUMO gap (alpha / beta), eV: 7.7 / 7.7
Highest occupied orbital energy (alpha / beta), eV: -8.7 / -8.7

Record 13
The molecule CHNO2S in a non-equilibrium geometry. Source: OMol25; level of theory: the ωB97M-V functional and the def2-TZVPD basis.

XYZ file:
```
6
Properties=species:S:1:pos:R:3:forces:R:3
C -0.419037 0.599137 -0.016208 3.755 1.976 0.392
N 0.257243 -0.747976 0.016479 0.706 0.945 -0.719
O -0.406842 -1.730868 -0.030222 -1.837 -1.306 0.196
O 1.456176 -0.731310 -0.010008 0.796 0.031 0.262
S 0.550370 1.894252 -0.017788 -1.103 -0.900 -0.129
H -1.437908 0.716767 0.057747 -2.317 -0.746 -0.002
```
Forces are in eV/Å.

Maximum force, Eh/bohr: 0.08287
Total charge: 0
Structure (SMILES): O=[N+]([O-])C=S
LUMO, eV: -2.06
HOMO-LUMO gap, eV: 8.0
Highest occupied orbital energy, eV: -10.0

Record 14
The molecule CHNO2S in a non-equilibrium geometry. Source: OMol25; level of theory: the ωB97M-V functional and the def2-TZVPD basis.

XYZ file:
```
6
Properties=species:S:1:pos:R:3:forces:R:3
C 0.802238 0.210102 -0.216386 1.084 4.060 0.736
N 1.416699 -1.050669 -0.008963 -1.204 -2.645 -0.727
O 0.490404 -1.874044 0.160176 1.645 0.017 0.376
O 2.590166 -1.287601 -0.133631 -0.261 0.352 0.438
S 1.465428 1.663238 0.092545 -0.430 -1.690 -0.381
H -0.216076 0.066184 -0.458811 -0.833 -0.095 -0.442
```
Forces are in eV/Å.

Maximum force, Eh/bohr: 0.08296
Total charge: 0
Structure (SMILES): O=[N+]([O-])C=S
LUMO, eV: -2.27
HOMO-LUMO gap, eV: 8.1
Highest occupied orbital energy, eV: -10.3

Record 15
A cluster of 2 separate species, CHNO3 in total in a non-equilibrium geometry. Source: OMol25; level of theory: the ωB97M-V functional and the def2-TZVPD basis.

XYZ file:
```
6
Properties=species:S:1:pos:R:3:forces:R:3
C 1.646898 -0.293311 0.119714 0.347 1.072 -1.615
N -1.308990 0.340785 -0.386590 -1.784 -0.827 1.126
O 2.393645 0.483527 -0.274536 1.336 0.895 0.298
O 0.812246 -1.040303 0.314487 -1.525 -2.109 1.379
O -1.547852 1.117993 0.499950 0.198 -1.048 -1.058
H -1.995948 -0.608692 -0.273025 1.428 2.017 -0.130
```
Forces are in eV/Å.

Maximum force, Eh/bohr: 0.05728
Total charge: 0
Structure (SMILES): O=C=O.N=O
LUMO, eV: -0.33
HOMO-LUMO gap, eV: 9.3
Highest occupied orbital energy, eV: -9.7

Record 16
A cluster of 2 separate species, CHNO3 in total in a non-equilibrium geometry. Source: OMol25; level of theory: the ωB97M-V functional and the def2-TZVPD basis.

XYZ file:
```
6
Properties=species:S:1:pos:R:3:forces:R:3
C -0.549323 -0.939158 -0.999495 -0.801 -0.661 0.675
N 0.347132 1.105179 1.270624 0.562 0.007 1.482
O -0.680971 -1.638180 -0.105266 0.253 -1.250 1.492
O -0.539371 -0.220743 -1.879202 0.527 1.780 -2.244
O 1.417112 0.571977 1.437595 -1.285 0.484 -1.044
H 0.005421 1.120925 0.275745 0.744 -0.359 -0.361
```
Forces are in eV/Å.

Maximum force, Eh/bohr: 0.05662
Total charge: 0
Structure (SMILES): O=C=O.N=O
LUMO, eV: -0.55
HOMO-LUMO gap, eV: 9.2
Highest occupied orbital energy, eV: -9.7

Record 17
A cluster of 2 separate species, CHNO3S in total in a non-equilibrium geometry. Source: OMol25; level of theory: the ωB97M-V functional and the def2-TZVPD basis.

XYZ file:
```
7
Properties=species:S:1:pos:R:3:forces:R:3
C -1.431104 1.328423 0.410997 -3.766 -1.682 -3.564
N -2.116712 0.881032 -0.400000 0.343 0.425 0.890
O 1.480411 -1.050008 -1.597453 0.374 -0.057 -0.678
O 0.689981 0.285719 0.285109 1.162 -0.939 0.080
O 1.024630 -2.166788 0.543549 0.106 0.862 -0.254
S 1.093602 -0.977049 -0.246272 -0.735 -0.343 0.773
H -0.740810 1.698670 1.004068 2.515 1.734 2.752
```
Forces are in eV/Å.

Maximum force, Eh/bohr: 0.10600
Total charge: 0
Structure (SMILES): O=S(=O)=O.C#N
LUMO, eV: -0.97
HOMO-LUMO gap, eV: 11.4
Highest occupied orbital energy, eV: -12.4

Record 18
A cluster of 2 separate species, CHNO3S in total in a non-equilibrium geometry. Source: OMol25; level of theory: the ωB97M-V functional and the def2-TZVPD basis.

XYZ file:
```
7
Properties=species:S:1:pos:R:3:forces:R:3
C 3.209389 -0.848660 0.053056 3.545 -1.417 -0.706
N 0.892093 0.990574 0.086757 1.638 0.489 -0.004
O 2.891044 -1.977347 0.128165 -0.554 2.357 -0.058
O 1.795266 0.326302 0.643891 -2.607 0.505 0.879
O -0.269807 0.395057 -0.217356 -1.237 0.600 -0.256
S 4.278743 0.386218 -0.114466 -0.924 -1.328 -0.057
H -0.141604 -0.540841 -0.122916 0.139 -1.206 0.201
```
Forces are in eV/Å.

Maximum force, Eh/bohr: 0.07551
Total charge: 0
LUMO (alpha / beta), eV: 0.55 / -3.47
2S+1: 3
HOMO-LUMO gap (alpha / beta), eV: 9.6 / 6.2
Highest occupied orbital energy (alpha / beta), eV: -9.0 / -9.6

Record 19
The molecule CHNO3S3 in a non-equilibrium geometry. Source: OMol25; level of theory: the ωB97M-V functional and the def2-TZVPD basis.

XYZ file:
```
9
Properties=species:S:1:pos:R:3:forces:R:3
C -1.001575 0.267340 -0.180516 0.461 2.048 0.833
N 1.233620 0.446243 0.230214 -1.345 -3.189 0.604
O -0.580386 -0.911777 -0.587892 1.627 -2.194 -1.371
O 1.577085 -2.033307 0.624355 0.926 -2.605 3.427
O 0.070740 1.193256 -0.113015 1.356 -0.012 -1.119
S -2.053376 0.324490 1.182170 -1.293 0.092 1.430
S -2.574754 1.187499 -0.662308 1.133 -0.903 -0.111
S 1.201553 -1.269072 -0.457018 -3.148 5.164 -2.914
H 2.127090 0.795331 -0.035992 0.282 1.599 -0.779
```
Forces are in eV/Å.

Maximum force, Eh/bohr: 0.13055
Total charge: 0
LUMO, eV: -0.44
HOMO-LUMO gap, eV: 8.0
Highest occupied orbital energy, eV: -8.5

Record 20
A structure of composition CHNOS2 in a non-equilibrium geometry. Source: OMol25; level of theory: the ωB97M-V functional and the def2-TZVPD basis.

XYZ file:
```
6
Properties=species:S:1:pos:R:3:forces:R:3
C -0.879796 0.101711 -0.204446 -0.006 0.776 0.941
N 1.050958 -0.190211 0.559819 4.828 1.122 -2.205
O 0.174377 0.893789 0.248516 -1.203 -0.766 -0.473
S -2.424590 0.482155 -0.288199 -0.226 0.244 -0.464
S -0.007064 -1.386431 -0.175665 0.552 0.076 -0.210
H 2.086115 0.098985 -0.140023 -3.945 -1.452 2.411
```
Forces are in eV/Å.

Maximum force, Eh/bohr: 0.10551
Total charge: 0
LUMO, eV: -0.44
HOMO-LUMO gap, eV: 8.6
Highest occupied orbital energy, eV: -9.1